Version w
{
  "formula": "H28O14",
  "method": "wB97M-V/def2-TZVPD",
  "spin_multiplicity": 1,
  "lumo_ha": -0.011,
  "elements": ["H", "H", "O", "O", "H", "H", "H", "O", "O", "H", "O", "H", "H", "H", "O", "H", "H", "H", "H", "H", "H", "H", "O", "O", "O", "O", "O", "H", "H", "H", "O", "H", "O", "H", "H", "H", "O", "H", "H", "H", "H", "H"],
  "coordinates": [[3.267, 0.111, -2.746], [-2.993, 1.036, -0.069], [1.178, -0.597, 0.155], [-3.121, 1.901, 0.314], [-3.386, 3.724, -1.600], [-0.623, -0.760, -4.076], [1.924, 0.203, -2.073], [-2.605, 1.033, 3.714], [1.744, 3.588, 1.368], [1.110, -1.140, 0.955], [-0.987, -3.026, -2.340], [2.248, 1.305, 0.138], [-1.435, -1.395, -2.935], [-0.012, -1.124, 3.674], [0.407, 1.798, -2.834], [4.310, -1.950, 1.795], [1.749, -1.110, -0.475], [-2.491, 1.910, 1.034], [0.868, -4.096, 1.767], [-0.679, -3.931, -2.312], [-3.522, 2.592, -2.502], [-1.218, 0.141, 0.039], [1.389, -4.907, 1.939], [-0.706, -1.696, 3.317], [3.618, -1.887, 2.473], [-1.329, 0.216, 1.016], [2.402, -0.332, -2.725], [0.027, 2.714, -2.913], [1.347, 1.966, -3.001], [0.862, 3.600, 1.005], [-1.234, -0.544, -3.368], [2.430, 3.317, 0.760], [-3.682, 3.544, -2.516], [-3.321, 1.636, 3.498], [-2.077, 0.946, 2.913], [1.100, 1.289, -0.729], [2.011, 1.652, -0.782], [-1.901, -2.962, -2.061], [3.730, -2.284, 3.355], [2.293, -4.526, 1.950], [-1.476, -1.219, 3.728], [-1.218, -0.734, 1.151]]
}

=====

Version x
{
  "formula": "H28O14",
  "method": "wB97M-V/def2-TZVPD",
  "spin_multiplicity": 1,
  "lumo_ha": -0.015,
  "elements": ["H", "O", "H", "H", "H", "H", "H", "H", "O", "O", "H", "H", "O", "O", "H", "O", "H", "H", "H", "O", "H", "H", "H", "H", "H", "O", "O", "H", "O", "O", "H", "H", "H", "O", "H", "H", "O", "H", "H", "O", "H", "H"],
  "coordinates": [[0.107, -3.001, 0.571], [0.461, -0.617, 2.664], [-1.758, 2.206, -0.152], [0.427, -0.416, -2.171], [2.729, 2.719, -0.023], [-2.839, -0.350, -2.137], [2.488, 0.809, -1.350], [-1.907, -2.013, 1.710], [1.845, 2.354, 0.011], [-1.206, 2.417, -1.829], [3.769, 1.231, -2.201], [1.112, 3.067, -0.044], [-1.850, 2.632, 0.653], [-2.302, -0.123, -1.400], [-0.977, -2.504, -1.466], [0.802, -3.442, 0.068], [-0.314, 2.143, -2.085], [1.949, 2.636, 1.786], [-0.521, -0.234, 0.290], [-1.497, -3.157, -1.897], [2.752, 2.310, 3.012], [1.902, -0.174, 1.743], [-1.429, -0.162, -1.789], [-0.058, 0.219, 2.662], [0.638, 0.661, 0.083], [2.997, 0.679, -2.112], [0.099, -0.912, -2.929], [-3.444, -0.918, 1.693], [2.856, -0.279, 1.458], [-2.686, -0.403, 1.507], [1.490, -2.753, -0.134], [-2.663, -0.357, 0.524], [-1.814, -3.274, 2.382], [1.945, 2.670, 2.734], [-1.179, 3.307, 0.542], [-0.146, -1.349, 2.675], [0.238, -0.134, -0.283], [-1.785, 1.680, -2.078], [-2.317, -3.039, -1.438], [-1.330, -2.783, 1.739], [2.842, -0.809, 0.665], [0.586, -0.537, -3.647]]
}

=====

Question: of the structures shown, which is the most stable? Reply: version x.